Version A
Density functional theory data (ωB97M-V/def2-TZVPD) for an isolated molecule of C6H6.

ORCA input file:
```
! wB97M-V def2-TZVPD RIJCOSX def2/J DEFGRID3
* xyz 0 1
C -2.665 -0.801 0.096
C -1.754 -0.073 -0.151
C -0.514 0.632 -0.467
C 0.481 0.511 0.579
C 1.672 -0.152 0.079
C 2.743 -0.729 -0.150
H -3.350 -1.550 0.348
H -0.901 1.629 -0.696
H -0.126 0.256 -1.448
H -0.010 -0.042 1.372
H 0.712 1.483 0.915
H 3.712 -1.165 -0.477
*
```

Calculated values
Kohn-Sham gap in eV: 10.87
Lowest unoccupied orbital energy in Eh: 0.0356
HOMO level in eV: -9.899
SMILES string: C#CCCC#C

These are the natural (NBO) partial charges, in e, on atoms 1 to 6: -0.241 -0.007 -0.470 -0.493 -0.004 -0.252

***

Version B
Density functional theory data (ωB97M-V/def2-TZVPD) for an isolated molecule of C6H6.

ORCA input file:
```
! wB97M-V def2-TZVPD RIJCOSX def2/J DEFGRID3
* xyz 0 1
C 1.468 2.108 0.359
C 0.606 0.989 -0.024
C -0.088 0.057 -0.348
C -0.902 -1.090 -0.763
C -0.787 -3.207 0.581
C -1.254 -2.003 0.399
H 0.982 2.745 1.105
H 2.406 1.741 0.786
H 1.709 2.728 -0.509
H -0.363 -1.663 -1.525
H -1.830 -0.744 -1.232
H -1.948 -1.661 1.171
*
```

Calculated values
Kohn-Sham gap in eV: 9.42
Lowest unoccupied orbital energy in Eh: -0.0147
HOMO level in eV: -9.816

These are the natural (NBO) partial charges, in e, on atoms 1 to 6: -0.684 0.029 -0.043 -0.468 0.256 -0.574

***

The least stable of them is version B.

***

Version A
Density functional theory data (ωB97M-V/def2-TZVPD) for an isolated molecule of C6H6.

ORCA input file:
```
! wB97M-V def2-TZVPD RIJCOSX def2/J DEFGRID3
* xyz 0 1
C 0.817 0.538 1.030
C 0.390 -0.715 1.056
C -0.369 -1.351 0.073
C -0.623 -0.651 -1.040
C -0.273 0.741 -1.082
C 0.329 1.373 -0.098
H 1.295 1.089 1.898
H 0.604 -1.293 1.991
H -0.806 -2.361 0.237
H -1.218 -0.973 -1.944
H -0.594 1.227 -2.030
H 0.447 2.376 -0.090
*
```

Calculated values
Kohn-Sham gap in eV: 10.54
Lowest unoccupied orbital energy in Eh: 0.0418
HOMO level in eV: -9.397
SMILES string: c1ccccc1

These are the natural (NBO) partial charges, in e, on atoms 1 to 6: -0.203 -0.231 -0.212 -0.205 -0.220 -0.205

***

Version B
Density functional theory data (ωB97M-V/def2-TZVPD) for an isolated molecule of C6H6.

ORCA input file:
```
! wB97M-V def2-TZVPD RIJCOSX def2/J DEFGRID3
* xyz 0 1
C 2.244 -0.740 0.310
C 1.066 -0.500 0.391
C -0.373 -0.164 0.469
C -1.190 -0.824 -0.644
C -0.448 1.282 0.360
C -0.334 2.479 0.188
H 3.291 -0.949 0.246
H -0.746 -0.454 1.455
H -0.802 -0.525 -1.622
H -1.139 -1.909 -0.548
H -2.229 -0.493 -0.568
H 0.659 2.798 -0.037
*
```

Calculated values
Kohn-Sham gap in eV: 11.03
Lowest unoccupied orbital energy in Eh: 0.0319
HOMO level in eV: -10.159
SMILES string: C#CC(C)C#C

These are the natural (NBO) partial charges, in e, on atoms 1 to 6: -0.227 0.017 -0.391 -0.573 0.080 -0.324

***

The least stable of them is version B.

***

Version A
Density functional theory data (ωB97M-V/def2-TZVPD) for an isolated molecule of CH2O2.

ORCA input file:
```
! wB97M-V def2-TZVPD RIJCOSX def2/J DEFGRID3
* xyz 0 1
C 0.421 0.062 0.003
O 1.620 0.458 -0.025
O 2.762 -0.268 0.016
H -0.256 0.789 0.147
H 0.058 -0.916 -0.025
*
```

Calculated values
Kohn-Sham gap (spin up / spin down) in eV: 9.14 / 9.14
Lowest unoccupied orbital energy (spin up / spin down) in Eh: -0.0225 / -0.0225
HOMO level (spin up / spin down) in eV: -9.749 / -9.754

Here is what natural (NBO) gives for the atomic charges, in e: 0.152 -0.073 -0.404 0.160 0.165

***

Version B
Density functional theory data (ωB97M-V/def2-TZVPD) for an isolated molecule of CH2O2.

ORCA input file:
```
! wB97M-V def2-TZVPD RIJCOSX def2/J DEFGRID3
* xyz 0 1
O -0.657 -0.951 -0.169
C 0.159 -0.114 -0.358
O 0.292 0.890 0.545
H 0.911 -0.094 -1.151
H 1.065 1.427 0.353
*
```

Calculated values
Kohn-Sham gap in eV: 11.61
Lowest unoccupied orbital energy in Eh: 0.0216
HOMO level in eV: -11.019
SMILES string: O=CO

Here is what natural (NBO) gives for the atomic charges, in e: -0.534 0.637 -0.680 0.098 0.480

***

The least stable of them is version A.